Molecular formula: C9H22FN3O3P
Method: DFT, wB97M-V/def2-TZVPD

The geometry in ORCA input format:
```
! wB97M-V def2-TZVPD RIJCOSX def2/J DEFGRID3
* xyz -1 1
C -0.48 5.03 1.98
C -1.39 4.20 1.11
F -0.80 2.94 0.89
P -3.16 4.07 1.82
O -4.93 3.99 2.46
C -5.74 4.83 1.96
N -6.49 5.59 1.51
H -0.23 4.50 2.89
H -1.03 5.93 2.24
H 0.43 5.34 1.47
H -1.49 4.70 0.15
H -2.74 4.56 3.14
H -2.97 2.71 2.31
H -3.66 3.58 0.54
H -3.38 5.45 1.40
C 2.96 -1.39 0.36
C 2.89 -0.03 -0.29
O 3.79 0.40 -1.01
N 1.78 0.70 -0.06
C 0.62 0.35 0.75
H 3.90 -1.87 0.07
H 2.93 -1.30 1.44
H 2.15 -2.02 0.03
H 1.77 1.60 -0.51
H -0.28 0.36 0.14
H 0.49 1.08 1.55
H 0.75 -0.64 1.19
C 2.70 -5.49 -2.80
C 1.84 -4.86 -1.73
O 2.32 -4.22 -0.81
N 0.49 -5.02 -1.84
C -0.25 -5.73 -2.86
H 3.74 -5.27 -2.57
H 2.57 -6.57 -2.81
H 2.46 -5.09 -3.78
H -0.02 -4.57 -1.10
H -0.93 -5.05 -3.37
H -0.84 -6.53 -2.41
H 0.43 -6.16 -3.59
*
```

## Properties
Lowest unoccupied orbital energy = 2.01 eV
Max |F| = 1.45 eV/A
HOMO = -4.29 eV